An isolated molecule of C3H6FN in a non-equilibrium geometry. Source: OMol25; level of theory: ωB97M-V with the def2-TZVPD basis set.

ORCA input file:
```
! RIJCOSX wB97M-V def2-TZVPD def2/J DEFGRID3
* xyz 0 1
F -1.859 -0.819 -0.913
C -0.826 0.086 -0.925
C -0.313 0.247 0.409
C 1.102 0.346 0.631
N 0.435 -0.892 0.867
H -0.009 -0.255 -1.535
H -1.389 0.931 -1.265
H -0.957 0.734 1.156
H 1.476 0.624 1.713
H 1.823 0.586 -0.182
H 0.518 -1.590 0.044
*
```

Calculated values
* highest occupied orbital energy: -9.9 eV
* DFT total energy: -7413.811 eV
* SMILES string: FC[C@@H]1CN1
* F_max: 0.085 hartree/bohr
* gap between HOMO and LUMO: 0.4037 Eh
* relative energy (zero: lowest compared OMol25 entry of this formula, charge and spin): 1.051 eV

Atom charges from the Löwdin analysis, given in e for atoms 1 to 5: -0.036 -0.212 -0.369 -0.190 0.012